Record 1
{"formula": "C17H16N4O3S", "method": "ωB97M-V with the def2-TZVPD basis set", "symbols": ["C", "C", "N", "N", "C", "S", "C", "C", "C", "N", "C", "C", "C", "C", "C", "O", "C", "C", "C", "C", "C", "N", "O", "O", "C", "H", "H", "H", "H", "H", "H", "H", "H", "H", "H", "H", "H", "H", "H", "H", "H"], "positions_angstrom": [[-1.523, -1.101, -1.820], [-1.467, -0.230, -0.596], [-0.386, 0.103, 0.000], [0.817, -0.149, -0.491], [1.714, -0.862, 0.047], [1.517, -2.053, 1.358], [3.204, -2.485, 1.200], [3.828, -1.787, 0.241], [5.259, -1.918, -0.150], [3.003, -0.894, -0.418], [3.449, 0.072, -1.398], [4.214, 1.191, -0.766], [5.491, 1.637, -0.948], [5.661, 2.723, -0.055], [4.478, 2.848, 0.605], [3.599, 1.929, 0.181], [-2.712, 0.262, -0.007], [-2.672, 1.133, 1.090], [-3.830, 1.612, 1.671], [-5.067, 1.236, 1.176], [-5.112, 0.371, 0.089], [-6.389, -0.032, -0.440], [-6.396, -0.784, -1.393], [-7.387, 0.405, 0.095], [-3.956, -0.118, -0.503], [-2.068, -0.603, -2.620], [-2.019, -2.044, -1.594], [-0.511, -1.310, -2.160], [3.613, -3.241, 1.837], [5.740, -2.662, 0.478], [5.776, -0.967, -0.032], [5.347, -2.229, -1.190], [4.078, -0.418, -2.146], [2.544, 0.460, -1.875], [6.215, 1.251, -1.637], [6.540, 3.319, 0.074], [4.151, 3.525, 1.369], [-1.704, 1.421, 1.470], [-3.773, 2.282, 2.514], [-5.988, 1.594, 1.608], [-4.055, -0.789, -1.341]], "lowdin_charge": [-0.0206, -0.2833, 0.0543, 0.0016, -0.5680, 1.0072, -0.3727, -0.3716, -0.0114, -0.0586, -0.0563, -0.2674, -0.0370, -0.0596, -0.1129, 0.0620, -0.1508, -0.0071, -0.0540, 0.0041, -0.1479, -0.3634, 0.0784, 0.0791, 0.0542, 0.0857, 0.0894, 0.0678, 0.0656, 0.0862, 0.0756, 0.0889, 0.1343, 0.1285, 0.1110, 0.0998, 0.1208, 0.1084, 0.1078, 0.1176, 0.1143], "total_energy_ha": -1500.19666, "gap_ha": 0.259, "e_above_lowest_kj_mol": 641.3, "homo_energy_ev": -7.38}

Record 2
{"formula": "C17H16N7O4RuS5", "method": "ωB97M-V with the def2-TZVPD basis set", "symbols": ["Ru", "O", "C", "O", "C", "C", "N", "N", "C", "C", "O", "O", "H", "H", "H", "S", "C", "N", "C", "N", "C", "S", "N", "C", "H", "H", "H", "H", "H", "H", "H", "H", "S", "C", "S", "C", "N", "N", "C", "C", "C", "C", "C", "C", "S", "H", "H", "H", "H", "H"], "positions_angstrom": [[-0.774, 1.836, -0.857], [3.992, 4.699, 0.954], [4.279, 3.414, 0.815], [5.360, 2.957, 1.086], [3.190, 2.524, 0.321], [3.342, 1.164, 0.127], [2.179, 0.685, -0.329], [1.271, 1.654, -0.426], [1.859, 2.776, -0.041], [0.996, 3.983, -0.064], [1.435, 5.081, 0.229], [-0.224, 3.736, -0.443], [3.059, 4.911, 0.695], [4.202, 0.535, 0.284], [1.874, -0.271, -0.546], [-0.375, -0.084, 3.315], [-0.748, 0.474, 1.869], [-1.085, 0.853, 0.801], [-4.722, -0.774, 0.078], [-3.843, 0.356, -0.141], [-4.105, 1.361, -0.963], [-2.969, 2.618, -1.271], [-5.308, 1.412, -1.540], [-5.727, 2.419, -2.506], [-4.236, -1.453, 0.773], [-4.911, -1.316, -0.852], [-5.672, -0.465, 0.521], [-2.930, 0.366, 0.304], [-5.948, 0.659, -1.352], [-5.381, 3.401, -2.198], [-6.814, 2.427, -2.538], [-5.336, 2.203, -3.500], [-0.520, -5.126, 0.462], [-0.367, -3.641, -0.213], [-1.615, -2.798, -1.109], [-0.562, -1.430, -1.331], [0.607, -1.604, -0.832], [0.719, -2.823, -0.218], [1.963, -3.089, 0.446], [2.766, -4.129, 0.010], [3.983, -4.342, 0.639], [4.386, -3.514, 1.679], [3.568, -2.476, 2.104], [2.342, -2.263, 1.491], [-1.152, -0.004, -2.156], [2.432, -4.762, -0.800], [4.621, -5.153, 0.313], [5.340, -3.681, 2.162], [3.877, -1.836, 2.920], [1.678, -1.473, 1.830]], "lowdin_charge": [0.8496, 0.1371, -0.4970, 0.1102, -0.0331, 0.0284, 0.0668, -0.0490, -0.1313, -0.5237, 0.0991, -0.1843, 0.0694, 0.1455, 0.1059, 0.6314, -0.9167, -0.1447, -0.0617, -0.0364, -0.7629, 0.6733, -0.0296, -0.0869, 0.0925, 0.0932, 0.0931, 0.0540, 0.1217, 0.0600, 0.0896, 0.0912, 0.6139, -1.1112, 0.9803, -1.0485, 0.0029, -0.1498, -0.2370, -0.0255, -0.0664, -0.0763, -0.0670, -0.0266, 0.5483, 0.1166, 0.1074, 0.1060, 0.1108, 0.0673], "total_energy_ha": -3427.60650, "s_squared": 0.757, "gap_ha": [0.259, 0.244], "e_above_lowest_kj_mol": 19.1, "homo_energy_ev": [-8.50, -8.52], "multiplicity": 2}

Record 3
{"formula": "C17H17B4NO6", "method": "ωB97M-V with the def2-TZVPD basis set", "symbols": ["O", "C", "C", "C", "C", "C", "C", "C", "C", "O", "C", "C", "C", "C", "C", "C", "H", "H", "H", "H", "H", "H", "H", "H", "H", "N", "C", "C", "B", "O", "B", "O", "B", "B", "C", "O", "O", "H", "H", "H", "H", "H", "H", "H", "H"], "positions_angstrom": [[-3.015, -0.920, -2.646], [-2.152, -1.737, -2.403], [-2.355, -3.185, -2.698], [-3.548, -3.591, -3.285], [-3.749, -4.926, -3.591], [-2.759, -5.862, -3.314], [-1.573, -5.466, -2.721], [-1.367, -4.127, -2.408], [-0.086, -3.727, -1.755], [0.752, -4.553, -1.461], [0.126, -2.277, -1.481], [1.322, -1.868, -0.903], [1.552, -0.524, -0.658], [0.586, 0.420, -0.991], [-0.612, 0.017, -1.559], [-0.849, -1.331, -1.803], [-4.305, -2.848, -3.496], [-4.678, -5.239, -4.049], [-2.915, -6.904, -3.562], [-0.794, -6.181, -2.494], [2.062, -2.616, -0.653], [2.481, -0.202, -0.210], [0.774, 1.469, -0.806], [-1.376, 0.736, -1.821], [-0.786, 2.674, 4.386], [-0.696, 1.860, 3.771], [-0.952, 2.170, 2.572], [-1.307, 3.551, 2.057], [0.000, 4.399, 2.218], [0.250, 5.135, 3.370], [1.556, 5.182, 3.823], [2.586, 4.835, 2.972], [2.237, 4.013, 1.905], [3.069, 2.559, 1.469], [3.769, 1.639, 2.520], [3.005, 2.160, 0.133], [1.024, 4.319, 1.288], [-0.896, 1.370, 1.830], [-2.145, 3.961, 2.624], [-1.593, 3.484, 1.007], [1.788, 5.485, 4.947], [3.344, 0.631, 2.474], [3.654, 2.004, 3.541], [4.837, 1.555, 2.289], [3.733, 2.454, -0.430]], "lowdin_charge": [0.1049, -0.2780, -0.0829, -0.0031, -0.0581, -0.0579, -0.0029, -0.0825, -0.2773, 0.1066, -0.0833, 0.0049, -0.0460, -0.0525, -0.0004, -0.0842, 0.1198, 0.1068, 0.1069, 0.1200, 0.1203, 0.0946, 0.0994, 0.1189, 0.0609, 0.1113, -0.2378, -0.0288, -0.5533, 0.2508, -0.3144, 0.2416, -0.3646, -0.3128, -0.0006, 0.0801, 0.2809, 0.1072, 0.1193, 0.1109, 0.1152, 0.0758, 0.0631, 0.0785, 0.1225], "total_energy_ha": -1263.92546, "gap_ha": 0.325, "homo_energy_ev": -9.73}

Record 4
{"formula": "C17H17BClF5N2O4", "method": "ωB97M-V with the def2-TZVPD basis set", "symbols": ["C", "B", "O", "C", "C", "C", "C", "C", "C", "N", "O", "C", "C", "C", "Cl", "C", "O", "N", "C", "C", "C", "C", "F", "F", "C", "F", "F", "F", "C", "O", "H", "H", "H", "H", "H", "H", "H", "H", "H", "H", "H", "H", "H", "H", "H", "H", "H"], "positions_angstrom": [[-5.631, 0.692, 1.308], [-4.507, -0.304, 0.806], [-4.888, -1.517, 0.279], [-2.999, 0.197, 0.907], [-2.245, 0.145, 2.057], [-0.956, 0.621, 2.134], [-0.145, 0.596, 3.410], [0.482, -0.778, 3.758], [1.784, -1.071, 3.012], [1.777, -1.011, 1.578], [2.802, -1.314, 3.627], [-0.444, 1.159, 0.981], [-1.179, 1.216, -0.191], [-2.451, 0.734, -0.240], [-3.374, 0.803, -1.713], [-0.313, 1.884, -1.241], [-0.712, 2.103, -2.361], [0.939, 2.165, -0.677], [2.089, 1.642, -1.431], [1.900, 0.179, -1.843], [3.185, -0.357, -2.538], [2.851, -1.681, -3.222], [3.945, -2.465, -3.281], [1.951, -2.347, -2.442], [2.189, -1.537, -4.628], [2.480, -0.386, -5.230], [0.867, -1.667, -4.545], [2.608, -2.525, -5.432], [0.884, 1.803, 0.701], [1.779, 2.039, 1.479], [-5.745, 1.508, 0.581], [-6.601, 0.193, 1.390], [-5.373, 1.138, 2.274], [-4.412, -2.236, 0.711], [-2.699, -0.290, 2.944], [-0.810, 0.866, 4.235], [0.659, 1.327, 3.326], [0.790, -0.720, 4.805], [-0.220, -1.616, 3.695], [2.743, -0.844, 1.313], [1.481, -1.927, 1.249], [2.378, 2.294, -2.257], [2.931, 1.663, -0.728], [1.678, -0.382, -0.934], [1.088, 0.041, -2.563], [3.988, -0.452, -1.806], [3.453, 0.420, -3.258]], "lowdin_charge": [0.0023, -0.5005, 0.1364, -0.1188, 0.0204, -0.1512, -0.1068, -0.0904, -0.4708, 0.1307, 0.0870, -0.0412, -0.0809, -0.5120, 0.7987, -0.3650, 0.1112, 0.0612, -0.1168, -0.1491, -0.0535, -0.4299, 0.1259, 0.0985, -0.5463, 0.1721, 0.1745, 0.1624, -0.3346, 0.1181, 0.0731, 0.0641, 0.0675, 0.1122, 0.1362, 0.1226, 0.1105, 0.1162, 0.1226, 0.0954, 0.1070, 0.1335, 0.1287, 0.1010, 0.1186, 0.1345, 0.1246], "total_energy_ha": -2052.96959, "gap_ha": 0.337, "homo_energy_ev": -9.62}

Please write out number 1 again, unchanged.
{"formula": "C17H16N4O3S", "method": "ωB97M-V with the def2-TZVPD basis set", "symbols": ["C", "C", "N", "N", "C", "S", "C", "C", "C", "N", "C", "C", "C", "C", "C", "O", "C", "C", "C", "C", "C", "N", "O", "O", "C", "H", "H", "H", "H", "H", "H", "H", "H", "H", "H", "H", "H", "H", "H", "H", "H"], "positions_angstrom": [[-1.523, -1.101, -1.820], [-1.467, -0.230, -0.596], [-0.386, 0.103, 0.000], [0.817, -0.149, -0.491], [1.714, -0.862, 0.047], [1.517, -2.053, 1.358], [3.204, -2.485, 1.200], [3.828, -1.787, 0.241], [5.259, -1.918, -0.150], [3.003, -0.894, -0.418], [3.449, 0.072, -1.398], [4.214, 1.191, -0.766], [5.491, 1.637, -0.948], [5.661, 2.723, -0.055], [4.478, 2.848, 0.605], [3.599, 1.929, 0.181], [-2.712, 0.262, -0.007], [-2.672, 1.133, 1.090], [-3.830, 1.612, 1.671], [-5.067, 1.236, 1.176], [-5.112, 0.371, 0.089], [-6.389, -0.032, -0.440], [-6.396, -0.784, -1.393], [-7.387, 0.405, 0.095], [-3.956, -0.118, -0.503], [-2.068, -0.603, -2.620], [-2.019, -2.044, -1.594], [-0.511, -1.310, -2.160], [3.613, -3.241, 1.837], [5.740, -2.662, 0.478], [5.776, -0.967, -0.032], [5.347, -2.229, -1.190], [4.078, -0.418, -2.146], [2.544, 0.460, -1.875], [6.215, 1.251, -1.637], [6.540, 3.319, 0.074], [4.151, 3.525, 1.369], [-1.704, 1.421, 1.470], [-3.773, 2.282, 2.514], [-5.988, 1.594, 1.608], [-4.055, -0.789, -1.341]], "lowdin_charge": [-0.0206, -0.2833, 0.0543, 0.0016, -0.5680, 1.0072, -0.3727, -0.3716, -0.0114, -0.0586, -0.0563, -0.2674, -0.0370, -0.0596, -0.1129, 0.0620, -0.1508, -0.0071, -0.0540, 0.0041, -0.1479, -0.3634, 0.0784, 0.0791, 0.0542, 0.0857, 0.0894, 0.0678, 0.0656, 0.0862, 0.0756, 0.0889, 0.1343, 0.1285, 0.1110, 0.0998, 0.1208, 0.1084, 0.1078, 0.1176, 0.1143], "total_energy_ha": -1500.19666, "gap_ha": 0.259, "e_above_lowest_kj_mol": 641.3, "homo_energy_ev": -7.38}